Entry 1:
{
  "formula": "C20H36N2O6",
  "method": "the ωB97M-V functional and the def2-TZVPD basis",
  "multiplicity": 1,
  "homo_ev": -9.373,
  "smiles": "CCOC(=O)CC(=O)NC(C)(C)CCCCC(C)(C)NC(=O)CC(=O)OCC",
  "de_lowest_kcal_mol": 0.1,
  "species": ["C", "C", "O", "C", "O", "C", "C", "O", "N", "C", "C", "C", "C", "C", "C", "C", "C", "C", "C", "N", "C", "O", "C", "C", "O", "O", "C", "C", "H", "H", "H", "H", "H", "H", "H", "H", "H", "H", "H", "H", "H", "H", "H", "H", "H", "H", "H", "H", "H", "H", "H", "H", "H", "H", "H", "H", "H", "H", "H", "H", "H", "H", "H", "H"],
  "positions_angstrom": [[-4.40083, -1.91675, 1.16113], [-3.62861, -0.81979, 0.45506], [-2.95633, -1.38889, -0.67906], [-1.94465, -0.72052, -1.20375], [-1.51853, 0.32527, -0.76225], [-1.40048, -1.40748, -2.42751], [0.13279, -1.60968, -2.43703], [0.59045, -2.69011, -2.73803], [0.81582, -0.48913, -2.16474], [2.26591, -0.28868, -2.14874], [2.93985, -1.13090, -3.23092], [2.48814, 1.19555, -2.46316], [2.85504, -0.58471, -0.75312], [2.45477, -1.94037, -0.16045], [1.20884, -1.85639, 0.72574], [1.52760, -1.34986, 2.13442], [0.30525, -0.78239, 2.87148], [-0.84945, -1.78562, 2.87886], [0.68284, -0.42809, 4.31597], [-0.07195, 0.45547, 2.18664], [-1.16877, 1.18393, 2.41145], [-2.10404, 0.86919, 3.12049], [-1.15830, 2.56564, 1.72735], [-0.57096, 2.60188, 0.34314], [0.52331, 2.17164, 0.05117], [-1.38653, 3.21064, -0.50385], [-0.97512, 3.32632, -1.86643], [-0.00400, 4.48095, -2.06724], [-3.72422, -2.69975, 1.49224], [-4.90173, -1.49579, 2.02737], [-5.13938, -2.35164, 0.49303], [-2.89439, -0.36037, 1.12104], [-4.30114, -0.03554, 0.09105], [-1.64007, -0.78643, -3.29463], [-1.87543, -2.38101, -2.54468], [0.29446, 0.26603, -1.73335], [2.48738, -0.92421, -4.19807], [3.99670, -0.88127, -3.27910], [2.83557, -2.19166, -3.03248], [3.55049, 1.42354, -2.46072], [2.08445, 1.44074, -3.44323], [2.00146, 1.81318, -1.71309], [2.53982, 0.21345, -0.07832], [3.94100, -0.52827, -0.84398], [2.26688, -2.64723, -0.96710], [3.27978, -2.33796, 0.43466], [0.75589, -2.84670, 0.79070], [0.48258, -1.18959, 0.26173], [1.94861, -2.16432, 2.72630], [2.28587, -0.56472, 2.07717], [-1.18201, -1.99523, 1.86681], [-1.68518, -1.38335, 3.44360], [-0.52214, -2.71449, 3.33882], [0.96009, -1.32301, 4.86603], [1.52045, 0.26624, 4.33168], [-0.16641, 0.03632, 4.81052], [0.59468, 0.82890, 1.52219], [-0.55211, 3.21204, 2.36896], [-2.17822, 2.94762, 1.70564], [-1.89936, 3.48903, -2.42419], [-0.51852, 2.38230, -2.17753], [-0.45269, 5.41258, -1.73131], [0.24566, 4.56691, -3.12082], [0.90910, 4.30649, -1.50354]]
}

=====

Entry 2:
{
  "formula": "C20H36N5O2PdSi",
  "method": "the ωB97M-V functional and the def2-TZVPD basis",
  "multiplicity": 3,
  "homo_ev": [-3.907, -3.622],
  "charge": -1,
  "de_lowest_kcal_mol": 0.0,
  "species": ["Pd", "C", "C", "C", "C", "C", "C", "N", "N", "Si", "C", "C", "C", "H", "H", "H", "H", "H", "H", "H", "H", "H", "H", "H", "H", "H", "H", "H", "C", "C", "C", "C", "C", "C", "N", "H", "H", "H", "H", "H", "H", "H", "H", "N", "C", "N", "O", "H", "H", "H", "H", "C", "C", "C", "C", "O", "H", "H", "H", "H", "H", "H", "H", "H", "H"],
  "positions_angstrom": [[0.24959, 0.38135, -0.14090], [-0.31200, 1.88283, 3.96067], [-0.68151, 0.45347, 3.65760], [-1.08767, -0.41001, 4.67020], [-1.36761, -1.73217, 4.32947], [-1.24751, -2.14902, 3.02502], [-0.83323, -1.21878, 2.03364], [-0.57115, 0.06540, 2.38992], [-0.70459, -1.49707, 0.72809], [-0.24265, -2.90918, -0.10032], [-1.27896, -4.46898, 0.28585], [-0.46586, -2.54349, -1.94378], [1.56789, -3.37671, 0.23929], [-1.08349, 2.36697, 4.56218], [-0.18803, 2.42471, 3.02551], [0.62380, 1.91634, 4.52624], [-1.16702, -0.06476, 5.69406], [-1.68428, -2.43218, 5.09624], [-1.45680, -3.16859, 2.72712], [-2.34716, -4.24041, 0.30635], [-1.01390, -4.91770, 1.24739], [-1.11241, -5.22451, -0.48770], [-1.44599, -2.86227, -2.30815], [0.29366, -3.05661, -2.54461], [-0.37796, -1.46999, -2.12921], [1.73683, -3.60500, 1.29545], [2.20897, -2.53016, -0.02091], [1.88658, -4.24177, -0.34905], [2.50082, -0.21585, -2.61494], [3.15009, -0.04489, -1.29279], [4.53843, -0.08594, -0.96745], [4.62286, 0.07713, 0.39522], [3.28805, 0.22074, 0.85316], [2.78813, 0.42238, 2.23168], [2.41427, 0.14538, -0.18524], [2.99156, 0.40008, -3.37289], [1.44712, 0.07805, -2.53914], [2.56271, -1.25686, -2.94538], [5.35992, -0.20549, -1.65751], [5.52351, 0.09881, 0.98977], [3.45914, 1.06594, 2.80472], [2.70007, -0.53163, 2.75841], [1.79653, 0.87027, 2.17239], [-2.69284, 0.84659, 0.17795], [-2.64219, 2.04552, 0.79481], [-3.87215, 2.56309, 1.19210], [-1.61199, 2.67152, 1.00654], [-3.51744, 0.27694, 0.19286], [-1.79100, 0.40509, -0.11234], [-4.68234, 2.28887, 0.66185], [-3.83407, 3.53815, 1.43077], [-2.32501, 2.27093, -3.09062], [-0.80321, 2.00716, -2.97921], [-0.10951, 3.28192, -2.46026], [-0.28218, 1.74595, -4.41237], [-0.54956, 0.89989, -2.19899], [-2.54057, 3.12920, -3.73755], [-2.73950, 2.45595, -2.10139], [-2.80856, 1.38329, -3.50578], [-0.41710, 4.16577, -3.03132], [0.97438, 3.16228, -2.54983], [-0.34783, 3.42897, -1.41030], [-0.58567, 2.54223, -5.10176], [-0.67189, 0.79120, -4.77161], [0.80948, 1.68965, -4.39924]]
}

=====

Entry 3:
{
  "formula": "C20H36NO7P",
  "method": "the ωB97M-V functional and the def2-TZVPD basis",
  "multiplicity": 1,
  "homo_ev": -8.355,
  "smiles": "CC(=O)OCCCCCCO[P@](=O)(O)OCc1ccccc1C.COC[C@@H](C)N",
  "species": ["C", "C", "O", "O", "C", "C", "C", "C", "C", "C", "O", "P", "O", "O", "O", "C", "C", "C", "C", "C", "C", "C", "C", "H", "H", "H", "H", "H", "H", "H", "H", "H", "H", "H", "H", "H", "H", "H", "H", "H", "H", "H", "H", "H", "H", "H", "H", "H", "C", "O", "C", "C", "C", "N", "H", "H", "H", "H", "H", "H", "H", "H", "H", "H", "H"],
  "positions_angstrom": [[-4.43448, -2.70160, 0.13723], [-5.34043, -1.37591, 0.60406], [-6.62566, -1.58648, 0.92404], [-4.71727, -0.04286, 0.59930], [-5.51980, 0.95244, 1.33097], [-4.76882, 2.40030, 1.16414], [-3.93091, 2.82763, 2.50690], [-2.91062, 1.62465, 3.06297], [-1.78485, 1.20115, 1.94875], [-1.53156, -0.41126, 1.79321], [-0.16530, -0.79521, 1.40584], [0.23786, -0.28452, -0.20943], [1.60570, -1.03463, -0.61690], [0.69422, 1.42852, -0.09367], [-0.98605, -0.59055, -1.40971], [-0.53214, -1.52629, -2.45053], [0.36570, -0.80038, -3.65291], [0.75708, 0.79043, -3.59052], [1.66827, 1.59653, -4.70417], [2.21200, 0.76774, -6.01699], [1.80721, -0.81723, -6.14272], [0.91394, -1.63179, -4.99639], [0.59595, -3.22720, -5.24212], [-4.30477, -3.47976, 1.01704], [-3.34743, -2.39888, -0.21368], [-5.02511, -3.16597, -0.78579], [-5.54833, 0.69443, 2.47217], [-6.57459, 1.02403, 0.81694], [-4.06247, 2.47529, 0.22168], [-5.61712, 3.22019, 0.98789], [-4.72127, 3.11698, 3.34279], [-3.35051, 3.82211, 2.25015], [-2.31256, 2.14050, 3.95817], [-3.49179, 0.71263, 3.51280], [-0.78079, 1.78028, 2.23269], [-2.11530, 1.58988, 0.87063], [-1.71224, -0.88451, 2.87421], [-2.28206, -0.93291, 1.03843], [-0.13222, 1.93698, -0.41176], [-1.51936, -1.90599, -3.00394], [-0.01959, -2.50861, -2.03205], [0.35965, 1.41192, -2.68214], [1.89847, 2.73190, -4.53739], [2.87071, 1.37673, -6.78902], [2.18117, -1.39597, -7.10128], [0.40165, -3.35845, -6.40381], [-0.40267, -3.52152, -4.70370], [1.49482, -3.94002, -4.92291], [6.73149, -0.30474, 2.48194], [6.10336, 0.93712, 2.76178], [4.97135, 1.22674, 1.93578], [3.66274, 0.53465, 2.38557], [3.60355, -0.95044, 2.03624], [3.43552, 0.69664, 3.82930], [6.70019, -0.55454, 1.41723], [6.26790, -1.09718, 3.07427], [7.77717, -0.23598, 2.79105], [4.82295, 2.31096, 2.01200], [5.19618, 1.01870, 0.88341], [2.83634, 1.02427, 1.85311], [4.20716, -1.56572, 2.71068], [2.57359, -1.31607, 2.10973], [3.94478, -1.12489, 1.01184], [3.37416, 1.69368, 4.04145], [4.29530, 0.40207, 4.30514]]
}